The following is a DFT calculation (ωB97M-V with the def2-TZVPD basis set) of C33H41N3O2PPr as an isolated structure at a distorted geometry.

Summary:
⟨S²⟩: 2.006
HOMO level (spin up / spin down) in Ha: -0.2189 / -0.2201
HOMO-LUMO gap (spin up / spin down) in eV: 6.190 / 6.220
LUMO (spin up / spin down) in eV: 0.2 / 0.2
Spin multiplicity: 3
Energy relative to the best compared isomer or geometry (same formula, charge and spin) in kcal per mole: 0.0

Geometry as XYZ:
```
81
C33H41N3O2PPr (ωB97M-V with the def2-TZVPD basis set)
Pr -7.956 -15.893 4.462
C -9.922 -13.965 7.327
C -8.687 -14.770 7.289
C -7.436 -14.239 7.068
C -6.363 -15.072 6.871
C -6.478 -16.435 6.970
C -7.790 -16.971 7.172
C -8.874 -16.154 7.331
H -10.750 -14.658 7.550
H -9.988 -13.532 6.389
H -9.897 -13.187 8.063
H -7.263 -13.158 6.919
H -5.377 -14.765 6.688
H -5.645 -17.073 6.912
H -7.958 -18.025 7.077
H -9.888 -16.642 7.495
O -7.660 -17.740 2.799
N -6.505 -18.286 2.540
N -5.537 -17.633 3.073
O -5.689 -16.604 3.847
C -4.191 -18.011 2.710
C -3.948 -18.591 1.471
C -2.658 -18.664 1.045
C -1.655 -18.207 1.967
C -1.953 -17.702 3.192
C -3.259 -17.499 3.621
H -4.817 -18.927 0.922
H -2.452 -18.977 0.092
H -0.628 -18.266 1.607
H -1.104 -17.315 3.821
H -3.527 -17.084 4.578
C -11.840 -17.056 4.847
P -10.320 -17.807 4.246
C -10.776 -18.038 2.474
C -10.348 -19.481 5.041
C -9.420 -20.472 4.621
C -9.480 -21.701 5.251
C -10.335 -21.949 6.332
C -11.250 -21.007 6.641
C -11.242 -19.758 6.014
H -12.001 -16.932 5.928
H -12.741 -17.710 4.550
H -12.007 -16.042 4.458
H -11.636 -18.647 2.453
H -9.910 -18.508 1.913
H -11.088 -17.012 2.163
H -8.718 -20.262 3.811
H -8.826 -22.511 4.976
H -10.314 -22.909 6.815
H -11.968 -21.165 7.431
H -12.017 -19.060 6.301
C -12.386 -13.617 2.781
C -11.442 -13.355 3.964
C -12.289 -12.926 5.147
C -10.305 -12.419 3.584
C -10.701 -11.096 3.318
C -9.723 -10.144 2.882
C -8.385 -10.558 2.858
C -7.988 -11.894 2.987
C -6.557 -12.366 2.683
C -5.808 -13.119 3.838
C -6.652 -13.193 1.496
C -8.956 -12.869 3.484
N -8.741 -14.182 3.722
H -13.109 -14.368 2.968
H -11.839 -13.892 1.853
H -12.933 -12.735 2.380
H -10.872 -14.274 4.206
H -13.021 -12.128 4.880
H -11.738 -12.384 5.901
H -12.948 -13.717 5.543
H -11.751 -10.795 3.524
H -9.990 -9.085 2.751
H -7.609 -9.850 2.506
H -5.955 -11.491 2.418
H -6.047 -14.206 3.774
H -6.255 -12.715 4.724
H -4.764 -12.911 3.786
H -7.292 -14.041 1.661
H -5.691 -13.604 1.107
H -7.122 -12.611 0.745
```

The following is a DFT calculation (ωB97M-V with the def2-TZVPD basis set) of C33H41N7O7OsS as an isolated structure at a distorted geometry.

Summary:
⟨S²⟩: 6.053
HOMO level (spin up / spin down) in Ha: -0.4216 / -0.4956
Total charge: +2
HOMO-LUMO gap (spin up / spin down) in eV: 5.947 / 6.922
LUMO (spin up / spin down) in eV: -5.5 / -6.6
Spin multiplicity: 5
Energy relative to the best compared isomer or geometry (same formula, charge and spin) in kcal per mole: 49.0

Geometry as XYZ:
```
90
C33H41N7O7OsS (ωB97M-V with the def2-TZVPD basis set)
Os 0.290 -0.159 0.436
O -1.394 -0.103 1.789
C -2.773 -0.395 1.818
C -3.076 0.110 -1.154
O -4.016 -0.481 -1.454
O -2.101 0.715 -0.913
C -3.587 0.803 1.653
C -4.914 0.804 1.191
C -5.656 1.973 1.146
C -5.102 3.181 1.544
C -3.774 3.212 1.956
C -3.027 2.048 2.004
C -3.157 -1.734 2.178
C -4.507 -2.139 2.279
C -4.845 -3.431 2.636
C -3.864 -4.363 2.949
C -2.530 -3.972 2.913
C -2.180 -2.691 2.530
H -0.922 -0.444 2.623
H -5.361 -0.095 0.800
H -6.678 1.941 0.791
H -5.693 4.087 1.526
H -3.322 4.148 2.262
H -2.006 2.093 2.356
H -5.304 -1.436 2.116
H -5.890 -3.708 2.693
H -4.137 -5.367 3.246
H -1.754 -4.669 3.208
H -1.132 -2.430 2.534
N 0.101 -0.310 -1.911
C 1.367 -0.790 -2.473
C 1.685 -0.394 -3.900
C 1.568 1.087 -4.208
C 2.648 1.928 -3.522
N 2.388 2.226 -2.097
C 1.456 3.045 -1.638
N 0.745 3.807 -2.473
N 1.176 3.061 -0.325
C 2.474 -0.406 -1.529
O 3.621 -0.307 -1.870
O 2.079 -0.170 -0.278
H -0.655 -0.936 -2.173
H -0.134 0.617 -2.251
H 1.327 -1.881 -2.431
H 1.048 -0.960 -4.583
H 2.708 -0.718 -4.096
H 0.564 1.476 -4.005
H 1.703 1.204 -5.285
H 2.795 2.866 -4.060
H 3.598 1.400 -3.549
H 2.939 1.729 -1.408
H 1.027 3.897 -3.434
H 0.160 4.541 -2.108
H 1.824 2.637 0.316
H 0.615 3.812 0.043
C 2.194 -2.970 1.587
N 1.213 -4.038 1.425
C 1.284 -5.060 2.479
C 0.221 -4.003 0.535
S -0.397 -2.556 -0.195
N -0.387 -5.149 0.197
C -1.725 -5.181 -0.405
C 0.346 -6.419 0.100
H 3.171 -3.422 1.756
H 1.944 -2.345 2.447
H 2.258 -2.363 0.690
H 1.444 -4.547 3.428
H 2.110 -5.752 2.319
H 0.353 -5.612 2.543
H -2.355 -4.404 0.015
H -2.167 -6.150 -0.176
H -1.675 -5.063 -1.489
H 1.416 -6.250 0.175
H 0.137 -6.850 -0.878
H 0.032 -7.131 0.862
O 0.101 -0.729 3.750
C 0.991 0.043 3.422
N 1.154 0.525 2.132
C 2.247 1.426 2.114
O 2.570 2.103 1.169
C 2.845 1.421 3.479
C 3.924 2.108 3.987
C 4.199 1.940 5.343
C 3.404 1.127 6.148
C 2.310 0.443 5.625
C 2.060 0.605 4.279
H 4.536 2.743 3.360
H 5.042 2.458 5.781
H 3.641 1.027 7.199
H 1.680 -0.183 6.244
```

The following is a DFT calculation (ωB97M-V with the def2-TZVPD basis set) of a 4-piece molecular cluster, C33H42BF28O11S overall at a distorted geometry.

Summary:
HOMO level in Ha: -0.1857
Total charge: -1
HOMO-LUMO gap in eV: 6.779
LUMO in eV: 1.7
Spin multiplicity: 1
Energy relative to the best compared isomer or geometry (same formula, charge and spin) in kcal per mole: 325.1

Geometry as XYZ:
```
116
C33H42BF28O11S (ωB97M-V with the def2-TZVPD basis set)
C 1.570 6.167 1.606
C 1.182 5.339 0.236
C 1.003 3.765 0.664
B -0.025 2.912 -0.342
C -1.583 2.706 0.228
C -2.108 1.155 0.149
C -3.605 1.062 0.880
C -4.612 0.034 0.048
C -3.963 -1.449 -0.219
O -4.780 -2.300 -1.144
C -3.929 -2.804 -2.235
O 0.154 3.661 -1.614
C 1.335 3.053 -2.308
S 1.559 3.647 -4.068
O 2.481 4.926 -3.982
O 2.293 2.665 -5.011
C -0.008 4.200 -4.932
F -0.692 3.103 -5.710
F -0.980 4.919 -4.077
F 0.425 5.192 -5.986
C 1.292 1.454 -1.961
C 2.614 0.692 -1.363
C 4.004 0.948 -2.192
O 4.348 2.054 -2.857
O 5.007 -0.167 -2.146
C 5.719 -0.039 -0.831
C 6.629 -1.256 -0.165
O 5.673 1.109 -0.103
C 0.334 0.452 -2.888
C 1.180 -0.471 -3.947
F -0.808 1.195 -3.478
O 0.437 1.552 -0.730
H 2.588 6.749 1.552
H 1.662 5.450 2.556
H 0.718 6.946 1.903
H 2.005 5.386 -0.604
H 0.176 5.839 -0.168
H 2.040 3.194 0.634
H 0.524 3.706 1.753
H -1.668 3.034 1.371
H -2.276 3.469 -0.368
H -2.198 0.713 -0.931
H -1.389 0.508 0.836
H -3.420 0.728 1.991
H -4.090 2.139 0.933
H -5.581 -0.077 0.714
H -4.950 0.541 -0.952
H -2.868 -1.439 -0.638
H -3.957 -2.024 0.806
H -3.600 -1.919 -2.965
H -2.993 -3.398 -1.841
H -4.584 -3.573 -2.857
H 2.346 3.395 -1.788
H 2.435 -0.486 -1.342
H 2.821 0.984 -0.225
H 6.884 -2.065 -0.972
H 7.616 -0.856 0.363
H 5.981 -1.792 0.674
H -0.147 -0.308 -2.102
H 1.766 0.121 -4.768
H 1.901 -1.260 -3.440
H 0.372 -1.125 -4.534
C 10.456 0.741 4.090
C 11.519 -0.174 4.715
C 12.023 -1.296 3.810
F 11.033 -2.131 3.413
F 12.928 -2.071 4.468
F 11.046 -0.665 5.893
F 12.590 0.613 5.048
O 9.090 0.432 4.387
C 8.506 -0.590 3.581
C 8.169 -1.860 4.373
F 9.255 -2.355 5.018
F 7.724 -2.846 3.551
F 9.309 -0.825 2.516
F 7.363 -0.053 3.072
H 10.608 1.734 4.531
H 10.615 0.892 3.016
H 12.516 -0.895 2.921
H 7.396 -1.660 5.123
C -4.446 -1.048 7.273
C -4.289 0.386 7.797
C -4.789 1.479 6.855
F -4.152 1.471 5.660
F -4.569 2.710 7.391
F -2.990 0.592 8.145
F -5.001 0.475 8.963
O -3.301 -1.628 6.640
C -3.121 -1.281 5.268
C -1.871 -0.424 5.026
F -1.877 0.701 5.783
F -1.799 -0.019 3.730
F -4.256 -0.706 4.806
F -3.002 -2.460 4.598
H -4.613 -1.680 8.155
H -5.354 -1.176 6.671
H -5.864 1.384 6.676
H -0.960 -0.985 5.264
C -7.227 -2.806 -6.292
C -6.164 -3.720 -5.666
C -5.660 -4.843 -6.571
F -6.650 -5.677 -6.968
F -4.755 -5.618 -5.913
F -6.637 -4.211 -4.489
F -5.093 -2.933 -5.333
O -8.593 -3.114 -5.994
C -9.177 -4.136 -6.800
C -9.514 -5.406 -6.008
F -8.428 -5.901 -5.363
F -9.959 -6.392 -6.831
F -8.374 -4.371 -7.865
F -10.320 -3.599 -7.310
H -7.075 -1.812 -5.851
H -7.068 -2.654 -7.365
H -5.167 -4.441 -7.461
H -10.287 -5.206 -5.258
```

The following is a DFT calculation (ωB97M-V with the def2-TZVPD basis set) of C33H42N4O3S2TeTi as an isolated structure at a distorted geometry.

Summary:
HOMO level (spin up / spin down) in Ha: -0.4410 / -0.4212
Total charge: +2
HOMO-LUMO gap (spin up / spin down) in eV: 6.252 / 5.956
LUMO (spin up / spin down) in eV: -5.7 / -5.5
Spin multiplicity: 1
Energy relative to the best compared isomer or geometry (same formula, charge and spin) in kcal per mole: 97.8

Geometry as XYZ:
```
86
C33H42N4O3S2TeTi (ωB97M-V with the def2-TZVPD basis set)
Ti 0.135 0.734 0.726
C 4.418 1.383 0.988
S 2.836 2.150 0.511
C 3.259 2.297 -1.244
O 1.951 0.880 0.583
H 4.617 0.537 0.339
H 4.346 1.052 2.019
H 5.205 2.120 0.897
H 2.522 2.931 -1.725
H 3.286 1.305 -1.688
H 4.233 2.768 -1.320
C -0.132 1.937 -1.822
C -0.151 2.503 -0.420
O 0.772 3.232 0.030
N -1.194 2.147 0.331
Te -1.238 3.165 2.061
C -2.921 4.483 1.719
C -3.147 5.406 2.748
C -2.314 5.419 3.991
C -4.165 6.339 2.610
C -4.975 6.372 1.483
C -6.020 7.422 1.312
C -4.782 5.396 0.511
C -3.779 4.443 0.609
C -3.659 3.404 -0.465
C 0.282 4.679 2.241
C 1.288 4.332 3.148
C 1.395 2.926 3.665
C 2.217 5.289 3.522
C 2.186 6.574 2.991
C 3.186 7.590 3.428
C 1.235 6.859 2.021
C 0.277 5.930 1.625
C -0.699 6.273 0.547
H 0.038 2.749 -2.529
H -1.092 1.460 -2.042
H 0.681 1.206 -1.930
H -1.880 4.431 4.183
H -2.924 5.706 4.844
H -1.502 6.141 3.905
H -4.325 7.061 3.399
H -6.229 7.931 2.249
H -6.940 6.992 0.923
H -5.678 8.166 0.590
H -5.441 5.373 -0.345
H -4.560 3.390 -1.072
H -3.517 2.413 -0.029
H -2.821 3.620 -1.129
H 1.458 2.231 2.812
H 0.527 2.658 4.284
H 2.291 2.810 4.274
H 2.977 5.036 4.247
H 3.689 7.269 4.334
H 2.709 8.548 3.614
H 3.936 7.740 2.653
H 1.231 7.834 1.555
H -0.217 6.888 -0.210
H -1.544 6.834 0.945
H -1.071 5.360 0.075
S -0.597 -1.220 -0.411
C -0.719 -2.313 0.905
N -1.956 -2.682 1.330
C -2.156 -3.617 2.275
C -1.095 -4.228 2.884
C 0.206 -3.854 2.506
C 0.392 -2.904 1.528
H -2.770 -2.206 0.940
H -3.183 -3.838 2.523
H -1.255 -4.994 3.626
H 1.052 -4.325 2.982
H 1.380 -2.603 1.201
N -4.267 -0.868 4.903
C -3.604 -0.945 3.746
O -4.090 -1.331 2.696
C -2.147 -0.589 3.772
C -1.275 -1.029 4.776
C 0.092 -0.838 4.569
C 0.544 -0.248 3.415
N -0.299 0.228 2.440
C -1.643 0.056 2.662
H -5.241 -1.131 4.931
H -3.843 -0.531 5.752
H -1.639 -1.526 5.659
H 0.804 -1.168 5.310
H 1.608 -0.131 3.216
H -2.317 0.386 1.863
```

The following is a DFT calculation (ωB97M-V with the def2-TZVPD basis set) of a 5-piece molecular cluster, C33H43BF9NO13S overall at a distorted geometry.

Summary:
SMILES string: CB(O)c1ccc2c(c1)Nc1cc(C(F)(F)C(F)(F)C(F)(F)C(F)(F)F)ccc1S2.CCOC(=O)OC.CCOC(=O)OC.CCOC(=O)OC.CCOC(=O)OC
HOMO level in Ha: -0.3016
HOMO-LUMO gap in eV: 8.292
LUMO in eV: 0.1
Spin multiplicity: 1

Geometry as XYZ:
```
101
C33H43BF9NO13S (ωB97M-V with the def2-TZVPD basis set)
C -4.293 -1.742 -2.280
B -3.886 -1.098 -3.696
O -4.877 -0.468 -4.498
C -2.327 -1.175 -4.118
C -1.593 -2.440 -4.244
C -0.162 -2.478 -4.588
C 0.496 -1.199 -4.808
C -0.229 0.082 -4.702
C -1.664 0.127 -4.362
N 0.418 1.364 -4.921
C 1.656 1.486 -4.176
C 1.896 2.672 -3.377
C 3.151 2.803 -2.612
C 3.258 4.116 -1.751
F 2.588 5.113 -2.470
F 4.552 4.554 -1.602
C 2.475 3.870 -0.381
F 2.072 2.545 -0.333
F 1.292 4.591 -0.467
C 3.242 4.257 0.934
F 2.272 4.327 1.935
F 3.784 5.520 0.898
C 4.272 3.173 1.451
F 4.927 3.733 2.528
F 3.685 2.032 1.887
F 5.227 2.834 0.541
C 4.173 1.782 -2.656
C 3.948 0.567 -3.465
C 2.702 0.435 -4.198
S 2.277 -1.034 -5.200
H -5.363 -1.582 -1.992
H -4.019 -2.836 -2.309
H -3.649 -1.298 -1.463
H -4.902 0.471 -4.226
H -2.143 -3.390 -4.033
H 0.404 -3.436 -4.663
H -2.205 1.099 -4.261
H -0.208 2.108 -4.599
H 1.129 3.482 -3.343
H 5.089 1.940 -2.046
H 4.717 -0.242 -3.481
C -6.947 -3.684 4.170
C -7.069 -2.355 3.452
O -6.745 -2.492 2.063
C -7.723 -2.976 1.288
O -8.828 -3.288 1.651
O -7.253 -3.070 0.038
C -8.178 -3.637 -0.889
H -5.961 -4.122 4.000
H -7.098 -3.558 5.244
H -7.683 -4.399 3.800
H -6.353 -1.646 3.870
H -8.063 -1.921 3.578
H -9.134 -3.113 -0.864
H -8.317 -4.698 -0.678
H -7.753 -3.532 -1.886
C 5.480 0.485 4.813
C 3.976 0.421 4.639
O 3.383 -0.431 5.627
C 3.199 0.122 6.830
O 3.474 1.251 7.143
O 2.668 -0.807 7.636
C 2.476 -0.368 8.982
H 5.907 -0.521 4.826
H 5.939 1.054 4.002
H 5.746 0.958 5.759
H 3.739 -0.015 3.667
H 3.527 1.416 4.664
H 1.905 0.560 9.016
H 3.441 -0.244 9.475
H 1.913 -1.139 9.505
C 0.993 -3.495 6.109
C 0.763 -3.606 7.602
O -0.609 -3.340 7.928
C -1.452 -4.360 7.745
O -1.163 -5.460 7.348
O -2.685 -3.942 8.063
C -3.702 -4.920 7.852
H 0.640 -2.530 5.738
H 2.053 -3.599 5.873
H 0.441 -4.267 5.569
H 1.359 -2.854 8.118
H 1.072 -4.580 7.985
H -3.459 -5.857 8.353
H -3.847 -5.084 6.783
H -4.628 -4.532 8.274
C 1.905 4.408 -11.197
C 2.760 3.345 -10.535
O 3.396 3.861 -9.359
C 2.632 3.899 -8.261
O 1.486 3.537 -8.181
O 3.357 4.427 -7.268
C 2.636 4.585 -6.047
H 2.492 5.309 -11.385
H 1.501 4.043 -12.143
H 1.071 4.697 -10.555
H 3.558 3.043 -11.213
H 2.179 2.451 -10.301
H 2.168 3.651 -5.743
H 1.889 5.373 -6.153
H 3.346 4.881 -5.275
```